Arrangement i

This record from OMol25 describes a cluster of 2 separate species, C6H16 in total. The level of theory is wB97M-V/def2-TZVPD.

- LUMO: 1.05 eV
- SMILES: CCC.CCC
- Orbital gap: 11.59 eV
- E_HOMO: -10.5423 eV

Geometry as ORCA input:
```
! wB97M-V def2-TZVPD RIJCOSX def2/J DEFGRID3
* xyz 0 1
C -2.13588 -0.51399 1.88174
C 1.03223 1.22950 -2.17383
H -0.38019 -0.61428 3.18904
H -0.24943 0.62421 1.77657
H -1.95720 -1.52416 2.48785
H -1.58063 -0.32150 -0.31451
H 1.12030 1.73098 -3.20980
H -3.22800 -0.82206 -0.00318
H -0.00283 0.82764 -2.00679
H 1.92720 0.80266 0.00694
C 2.28276 -0.09740 -0.57945
H 1.02746 2.00896 -1.49983
H 1.81188 -1.07459 -0.24135
H 2.87196 0.46699 -2.83790
H -1.84577 -1.91816 0.24021
C -0.86834 0.21014 2.46370
H -1.11515 1.01554 3.21418
C -2.22735 -0.95954 0.43625
H 3.39012 -0.13603 -0.47856
H 1.34529 -0.89151 -2.37476
H -3.21260 -0.06656 2.14504
C 1.99417 0.02317 -2.12157
*
```

=====

Arrangement ii

This record from OMol25 describes a cluster of 2 separate species, C6H16 in total. The level of theory is wB97M-V/def2-TZVPD.

- LUMO: 1.06 eV
- SMILES: CCC.CCC
- Orbital gap: 12.33 eV
- E_HOMO: -11.2701 eV

Geometry as ORCA input:
```
! wB97M-V def2-TZVPD RIJCOSX def2/J DEFGRID3
* xyz 0 1
H -2.22182 0.19128 -2.83509
H 3.34602 0.55979 1.94079
C -1.77870 0.84885 -0.80600
C -2.33991 0.75821 0.63638
C -2.61835 0.08737 -1.81355
H 2.46966 1.61971 0.79926
H 3.09087 -2.10071 0.62270
H 0.86327 -0.03460 0.28721
H -1.64490 0.27258 1.31422
C 1.69515 -0.42751 0.85667
H -0.77574 0.44701 -0.78550
H -3.23603 0.13595 0.63799
C 2.14598 -1.73338 0.21465
H 1.38505 -2.49401 0.32484
C 2.80973 0.60251 1.00019
H 1.31732 -0.65023 1.85155
H 2.39277 -1.60178 -0.84451
H -3.64361 0.42940 -1.79616
H -2.52221 -0.99777 -1.73554
H 3.58619 0.45698 0.23447
H -2.65016 1.73838 0.98991
H -1.67058 1.89198 -1.09448
*
```

=====

Arrangement iii

This record from OMol25 describes a cluster of 2 separate species, C6H16 in total. The level of theory is wB97M-V/def2-TZVPD.

- LUMO: 1.15 eV
- SMILES: CCC.CCC
- Orbital gap: 12.08 eV
- E_HOMO: -10.9327 eV

Geometry as ORCA input:
```
! wB97M-V def2-TZVPD RIJCOSX def2/J DEFGRID3
* xyz 0 1
H -0.60080 2.45905 0.43109
C -1.50094 2.11627 -0.15038
H 1.82915 -0.40423 -1.03170
C -1.03829 1.30798 -1.48521
H -0.69926 1.87398 -2.28803
H -0.13198 -0.84384 0.37536
C 0.87269 -0.67382 0.91904
H -1.93148 1.57368 1.78079
H -0.06812 0.79348 -1.09129
H -3.37870 1.15040 0.80237
H 0.96820 -2.98220 -0.28989
H -1.90680 0.61405 -1.84890
H 2.87487 -0.57166 0.25467
H 0.87270 -1.43528 1.74871
C -2.31298 1.15170 0.81475
H 2.46276 -3.10981 0.54734
H -1.96087 0.11689 0.75357
C 1.98762 -1.01487 -0.09208
C 2.02078 -2.54226 -0.31006
H -2.04349 3.04049 -0.15187
H 0.99206 0.25591 1.37231
H 2.69288 -2.87591 -1.06057
*
```

=====

Arrangement iv

This record from OMol25 describes a cluster of 2 separate species, C6H16 in total. The level of theory is wB97M-V/def2-TZVPD.

- LUMO: 1.09 eV
- SMILES: CCC.CCC
- Orbital gap: 11.83 eV
- E_HOMO: -10.7314 eV

Geometry as ORCA input:
```
! wB97M-V def2-TZVPD RIJCOSX def2/J DEFGRID3
* xyz 0 1
H -0.16469 0.22892 -1.19699
C 1.72102 1.46822 -1.11080
H 2.06791 1.86220 -2.08926
H 2.63470 1.21975 -0.48949
H -2.24256 -2.29695 1.39290
C -1.44593 -1.96493 0.84235
H -1.93001 0.11246 1.01592
H 0.40754 -2.73544 1.51836
C -0.22324 -1.76378 1.69296
H -0.52399 -1.50565 2.71792
H 1.88153 3.34099 0.19488
H -1.59572 -0.40360 -0.75808
H 1.17707 -0.57465 -0.46623
H -3.16735 -0.67280 0.20697
H -1.25628 -2.57478 -0.13770
H 0.39233 -1.09790 1.08850
H 0.37996 2.30921 0.40806
C 0.90515 0.10157 -1.25803
H 1.29158 -0.41892 -2.23377
C 1.14053 2.64815 -0.46456
H 0.51440 3.34425 -1.09451
C -1.96393 -0.62633 0.22058
*
```

=====

Stability verdict: arrangement ii, ahead by 28.1 kcal/mol

=====

Arrangement i

This record from OMol25 describes a cluster of 2 separate species, C6H16 in total. The level of theory is wB97M-V/def2-TZVPD.

- LUMO: 1.03 eV
- SMILES: CCC.CCC
- Orbital gap: 11.69 eV
- E_HOMO: -10.6662 eV

Geometry as ORCA input:
```
! wB97M-V def2-TZVPD RIJCOSX def2/J DEFGRID3
* xyz 0 1
C 1.00266 -2.04570 2.06312
H 1.87173 -2.05716 2.80040
H 1.81352 0.58624 2.62183
H 0.07366 2.55753 -1.10297
H 1.18478 -2.91080 1.56027
H 2.04688 -0.97544 0.40641
H -1.65990 -1.35737 -2.30603
C -0.99710 2.08259 -1.32793
C -0.89477 0.62691 -1.25277
C 1.06355 0.38317 1.85713
H -1.27032 2.60608 -2.33748
H 0.27561 0.30784 -1.27193
H 0.36889 -0.99858 0.32261
H -2.51401 0.00723 -2.66655
C 1.10215 -0.96275 1.05111
H 0.19444 -2.29107 2.65571
H 1.32271 1.12859 1.00196
H -1.71013 2.40597 -0.59273
H -1.10751 0.40069 -0.20540
C -1.50447 -0.22918 -2.45666
H -0.88626 0.09448 -3.23551
H 0.22387 0.64071 2.41541
*
```

=====

Arrangement ii

This record from OMol25 describes a cluster of 2 separate species, C6H16 in total. The level of theory is wB97M-V/def2-TZVPD.

- LUMO: 1.07 eV
- SMILES: CCC.CCC
- Orbital gap: 11.98 eV
- E_HOMO: -10.9077 eV

Geometry as ORCA input:
```
! wB97M-V def2-TZVPD RIJCOSX def2/J DEFGRID3
* xyz 0 1
H 2.15185 -0.27259 -1.80796
H -1.36744 1.55950 3.19406
C -0.53092 0.29218 1.60747
H 1.15456 -0.99880 2.18379
H -2.34501 1.57253 1.71691
C 0.16513 -0.69070 2.53219
H -0.47538 -1.55458 2.72213
H -2.33523 0.17862 2.77280
C 0.59601 1.12603 -2.32362
C 0.47170 -1.46754 -2.37286
H 0.32885 -0.23778 3.50914
H 1.09557 -2.33632 -2.16292
H 1.25629 1.47143 -3.12848
H -0.46782 -1.76116 -1.90419
C -1.69384 0.95142 2.34269
H 0.42034 -1.43299 -3.46053
H -1.01159 -0.19847 0.75471
C 1.05855 -0.20993 -1.77550
H 0.97698 -0.23170 -0.69169
H 0.12553 1.01936 1.14060
H -0.36613 1.08585 -2.83657
H 0.63832 1.92970 -1.58702
*
```

=====

Arrangement iii

This record from OMol25 describes a cluster of 2 separate species, C6H16 in total. The level of theory is wB97M-V/def2-TZVPD.

- LUMO: 1.10 eV
- SMILES: CC(C)C.CC
- Orbital gap: 12.08 eV
- E_HOMO: -10.9816 eV

Geometry as ORCA input:
```
! wB97M-V def2-TZVPD RIJCOSX def2/J DEFGRID3
* xyz 0 1
H -2.49354 -1.50667 -2.33225
C -0.10306 1.69645 0.09755
H 0.50999 -2.10368 -1.70234
C 0.07105 -0.28729 1.57919
H 0.99665 2.25143 2.47811
H -1.32837 -0.25265 -2.59878
C -0.56516 -2.03117 -1.54232
C -1.44726 -1.33673 -2.56707
H -1.23293 -1.71383 -3.56833
H 2.12848 0.90285 2.65749
H -0.63444 0.09240 2.33111
H 0.23692 2.73078 0.03765
H 2.44652 2.18900 1.47816
C 1.66823 1.57940 1.93619
H -1.12447 1.63858 0.43975
C 0.86780 0.78783 0.88976
H 0.67242 -0.95635 2.20086
H -0.63725 -1.55667 -0.56966
H -0.64525 -0.86572 1.00873
H -0.87694 -3.07686 -1.47549
H 1.60247 0.46499 0.16180
H -0.11183 1.35390 -0.94011
*
```

=====

Stability verdict: arrangement ii, ahead by 1.8 kcal/mol

=====

Arrangement i

This record from OMol25 describes a cluster of 2 separate species, C6H16 in total. The level of theory is wB97M-V/def2-TZVPD.

- LUMO: 1.11 eV
- SMILES: CC(C)C.CC
- Orbital gap: 11.89 eV
- E_HOMO: -10.7804 eV

Geometry as ORCA input:
```
! wB97M-V def2-TZVPD RIJCOSX def2/J DEFGRID3
* xyz 0 1
H 1.81756 0.75542 -0.02084
H -1.27812 -1.40994 3.59170
H 0.03909 -0.29826 3.49034
H 0.98750 -2.37302 2.88043
C -0.42638 0.88333 -2.70163
C -0.61143 -0.93302 2.87853
C 0.09868 1.10536 -1.29005
H 0.03705 2.19913 -1.20300
C -0.83396 0.45743 -0.27283
H -1.05065 1.69679 -3.06598
H -0.94139 -0.05817 -2.91984
H 0.82524 -1.80603 1.28984
H 0.44103 0.98129 -3.36690
C 0.21713 -2.05221 2.17026
C 1.57535 0.77666 -1.08401
H 1.84252 -0.16022 -1.57969
H -0.40972 -0.16295 0.51039
H -0.42882 -2.91676 2.01148
H -1.23207 -0.36383 2.21057
H 2.20975 1.52908 -1.54845
H -1.53131 -0.26786 -0.68519
H -1.39226 1.26719 0.21052
*
```

=====

Arrangement ii

This record from OMol25 describes a cluster of 2 separate species, C6H16 in total. The level of theory is wB97M-V/def2-TZVPD.

- LUMO: 1.12 eV
- SMILES: CC(C)C.CC
- Orbital gap: 11.99 eV
- E_HOMO: -10.8679 eV

Geometry as ORCA input:
```
! wB97M-V def2-TZVPD RIJCOSX def2/J DEFGRID3
* xyz 0 1
H 2.85746 -0.74462 1.14575
H 2.43137 0.94200 1.49736
C -2.37948 -1.29574 -0.51993
H 4.22062 1.04060 -0.05817
H -1.63494 -0.72548 2.03097
H -3.08769 -0.78390 -1.16516
C 2.44964 0.15864 0.72380
H 1.39186 0.20766 0.47776
C -1.44750 0.09849 1.33554
H 2.81643 1.38940 -1.04707
H -0.23465 -1.02114 -0.03316
H -1.95631 -2.18138 -1.00933
C -1.01859 0.76883 -1.03961
H -1.82942 0.73930 -1.76803
C 3.31717 0.60497 -0.47982
H -1.38696 1.65327 -0.49351
C -1.15767 -0.45853 -0.07998
H -2.96831 -1.72567 0.29314
H 3.50923 -0.22520 -1.15306
H -0.01551 1.10417 -1.29305
H -0.63880 0.69148 1.75992
H -2.36793 0.67809 1.26519
*
```

=====

Stability verdict: arrangement i, ahead by 3.4 kcal/mol